(1)
The following is a DFT calculation (wB97M-V/def2-TZVPD) of a molecular structure, C3H4O4Y.

Properties
Kohn-Sham gap (alpha / beta) = 6.3 / 7.0 eV
⟨S²⟩ = 0.75
net charge = +2
relative energy (zero: lowest compared OMol25 entry of this formula, charge and spin) = 2.4404 eV
spin multiplicity = 2

```
12
Properties=species:S:1:pos:R:3:mulliken_spin:R:1
O 0.4442 1.3369 -1.9314 0.01
Y 0.8472 1.2081 -4.2888 1.00
H 1.0182 -1.3769 0.7349 0.00
O 0.5064 1.2248 0.2869 0.00
H -0.5166 -2.1868 0.2035 0.00
C -0.0096 -1.2307 0.3773 0.00
H -1.8652 -0.3016 1.2164 0.00
C 0.2810 0.7179 -0.8856 0.00
H 0.2883 1.4199 1.4169 0.00
O 0.0135 -0.5585 -0.8828 0.00
C -0.7760 -0.3917 1.3766 0.00
O -0.2314 0.1387 2.3761 0.00
```


(2)
The following is a DFT calculation (wB97M-V/def2-TZVPD) of a molecular structure, C3H4O5Y.

Properties
Kohn-Sham gap (alpha / beta) = 6.4 / 7.9 eV
net charge = +1

```
13
Properties=species:S:1:pos:R:3:nbo_charge:R:1
O -1.6859 -1.3203 1.3242 -0.52
H 0.5781 -1.0908 0.7674 0.62
O -0.0188 -1.0418 -1.7618 -0.67
O 1.7508 -1.0629 0.9596 -1.11
O 0.7530 0.9130 -1.1025 -0.92
C -2.4549 -0.3373 -0.7028 0.24
C -2.6172 -0.9411 0.5057 0.20
H 2.0009 -1.8098 1.5060 0.55
H -3.6069 -1.4359 0.6028 0.17
H -3.0422 -0.6217 -1.5754 0.21
O -1.4007 0.5385 -1.0023 -0.51
C -0.2127 0.1518 -1.4747 0.99
Y 2.7929 0.4789 -0.1006 1.75
```


(3)
The following is a DFT calculation (wB97M-V/def2-TZVPD) of a single C3H4OS molecule.

Properties
Kohn-Sham gap = 9.6 eV
relative energy (zero: lowest compared OMol25 entry of this formula, charge and spin) = 3.0879 eV

```
9
Properties=species:S:1:pos:R:3:nbo_charge:R:1
C -0.1509 0.1720 -0.4746 -0.21
C 1.0577 0.0724 0.3853 -0.64
H 1.3787 -0.7580 1.1171 0.26
S -0.0547 1.4954 0.8731 1.23
O -0.8226 1.1714 2.0324 -0.93
H -1.8116 -0.3647 -1.6950 0.22
C -0.9542 -0.6398 -1.1006 -0.37
H -0.6149 -1.6810 -1.0090 0.21
H 1.9725 0.5323 -0.1286 0.24
```


(4)
The following is a DFT calculation (wB97M-V/def2-TZVPD) of a single C3H4OS molecule.

Properties
Kohn-Sham gap = 8.1 eV
structure (SMILES) = O=CCC=S
relative energy (zero: lowest compared OMol25 entry of this formula, charge and spin) = 3.0615 eV

```
9
Properties=species:S:1:pos:R:3:nbo_charge:R:1
H 0.7551 -1.3617 1.0192 0.25
C 1.0419 0.3799 -0.3922 0.46
S -2.2520 0.0532 -0.8301 0.08
C -1.1214 0.1050 0.3645 -0.30
H -1.2039 1.1586 1.1405 0.24
C 0.2185 -0.7525 0.1756 -0.58
H 0.4395 1.3607 -1.0534 0.09
H 0.0135 -1.5535 -0.4132 0.25
O 2.1087 0.6104 -0.0109 -0.49
```


(5)
The following is a DFT calculation (wB97M-V/def2-TZVPD) of a molecular structure, C3H4OS.

Properties
Kohn-Sham gap (alpha / beta) = 8.7 / 8.7 eV
relative energy (zero: lowest compared OMol25 entry of this formula, charge and spin) = 4.3368 eV

```
9
Properties=species:S:1:pos:R:3:nbo_charge:R:1
H 0.1810 -2.4129 -0.5554 0.22
H 0.8415 3.1408 -0.3342 0.25
C 0.4658 2.2201 0.0935 -0.13
H -1.2478 -1.2124 -1.1313 0.21
O 0.1445 -0.5962 2.2332 -0.93
C 0.0204 1.1719 0.4546 -0.38
C -0.2406 -1.4379 -0.7439 -0.66
H 0.5548 -0.7141 -1.1540 0.21
S -0.7196 -0.1592 1.1373 1.20
```


(6)
The following is a DFT calculation (wB97M-V/def2-TZVPD) of a single C3H4OS molecule.

Properties
Kohn-Sham gap = 9.7 eV
structure (SMILES) = C=CSC=O
relative energy (zero: lowest compared OMol25 entry of this formula, charge and spin) = 1.4327 eV

```
9
Properties=species:S:1:pos:R:3:nbo_charge:R:1
H 2.2889 -0.8712 -0.2495 0.20
H 2.4872 1.0389 -0.1278 0.21
C 0.5768 0.2326 0.1221 -0.39
H -0.0384 1.2406 0.4727 0.26
O -2.1085 0.7733 -0.1638 -0.50
H -2.7897 -1.0321 0.1607 0.13
S -0.3744 -1.2101 -0.0525 0.20
C 1.9356 0.1837 -0.1382 -0.41
C -1.9774 -0.3558 -0.0237 0.30
```


(7)
The following is a DFT calculation (wB97M-V/def2-TZVPD) of a single C3H4OS molecule.

Properties
Kohn-Sham gap (alpha / beta) = 7.1 / 8.4 eV
relative energy (zero: lowest compared OMol25 entry of this formula, charge and spin) = 3.4036 eV

```
9
Properties=species:S:1:pos:R:3:nbo_charge:R:1
C 1.3634 0.1652 0.0015 0.35
H -1.9866 -0.7888 0.0748 0.24
O 1.4773 1.3818 -0.1873 -0.52
C -1.2107 0.0224 -0.2102 -0.71
C 0.0365 -0.4120 0.4034 -0.12
H -1.6800 0.9549 0.2396 0.26
H -1.3295 0.4155 -1.2066 0.26
S 3.1833 -0.4809 -0.1676 0.04
H 0.1464 -1.2579 1.0523 0.21
```


(8)
The following is a DFT calculation (wB97M-V/def2-TZVPD) of a single C3H4OS molecule.

Properties
Kohn-Sham gap (alpha / beta) = 6.3 / 6.8 eV
⟨S²⟩ = 2.01
relative energy (zero: lowest compared OMol25 entry of this formula, charge and spin) = 2.4847 eV
spin multiplicity = 3

```
9
Properties=species:S:1:pos:R:3:mulliken_spin:R:1
H -1.1590 0.8100 -1.4487 0.00
C 0.6038 0.7277 -0.2279 0.16
S -1.4389 -1.9024 0.8374 1.15
C -0.0450 1.1198 -1.3122 -0.02
H -0.9795 -2.1359 2.1294 -0.02
O 1.0139 -1.0217 1.3343 0.28
H 1.5091 1.0016 0.0931 0.00
C 0.1946 -0.4918 0.6464 0.45
H 0.3011 1.8927 -2.0518 0.01
```


(9)
The following is a DFT calculation (wB97M-V/def2-TZVPD) of a single C3H4OS2 molecule.

Properties
Kohn-Sham gap (alpha / beta) = 5.4 / 7.0 eV
relative energy (zero: lowest compared OMol25 entry of this formula, charge and spin) = 3.6366 eV

```
10
Properties=species:S:1:pos:R:3:nbo_charge:R:1
H 2.8955 0.3001 0.5784 0.21
C -1.5486 0.5094 -0.2541 0.01
H -3.0421 -0.4033 -0.9940 0.49
H 0.9512 1.1365 0.0570 0.23
C 0.9323 0.0571 0.0698 -0.58
S 2.2081 -2.2141 1.0595 -0.26
H -1.1774 1.4742 -0.2305 0.19
O -2.7978 0.4965 -0.7354 -0.62
C 2.0705 -0.5224 0.5225 -0.27
S -0.4918 -0.8340 -0.0731 0.61
```


(10)
The following is a DFT calculation (wB97M-V/def2-TZVPD) of a single C3H4OS2 molecule.

Properties
Kohn-Sham gap = 8.7 eV
structure (SMILES) = OC(=S)[C@H]1CS1
relative energy (zero: lowest compared OMol25 entry of this formula, charge and spin) = 3.1443 eV

```
10
Properties=species:S:1:pos:R:3:nbo_charge:R:1
H -1.2370 1.2590 0.3004 0.28
H 1.9995 -0.1100 0.7633 0.26
H 1.3189 1.7145 1.3161 0.26
O -0.4965 -1.8281 -0.9013 -0.69
C -0.2613 0.4821 0.0123 -0.49
C -1.0672 -0.7965 -0.1103 0.25
H 0.1934 -1.4630 -1.6901 0.50
C 1.0898 0.7340 0.6776 -0.47
S 0.9594 1.0202 -1.1557 0.13
S -2.4990 -1.0123 0.7878 -0.04
```


(11)
The following is a DFT calculation (wB97M-V/def2-TZVPD) of a single C3H4OS2 molecule.

Properties
Kohn-Sham gap = 9.1 eV
structure (SMILES) = S=C1OCCS1
relative energy (zero: lowest compared OMol25 entry of this formula, charge and spin) = 1.2354 eV

```
10
Properties=species:S:1:pos:R:3:nbo_charge:R:1
C -1.0047 -0.5501 0.2782 -0.61
C -0.5370 0.8215 -0.2001 -0.09
C 1.5651 -0.2980 -0.0390 0.00
H -1.7572 -0.8033 -0.3795 0.24
O 0.9833 0.9361 0.0167 -0.50
H -0.6539 0.8020 -1.3025 0.21
S 3.2094 -0.3624 0.0213 -0.05
S 0.3394 -1.5577 -0.1363 0.33
H -0.9567 1.7609 0.3947 0.23
H -1.1876 -0.7490 1.3465 0.24
```


(12)
The following is a DFT calculation (wB97M-V/def2-TZVPD) of a molecular structure, C3H4P2.

Properties
Kohn-Sham gap = 6.9 eV
relative energy (zero: lowest compared OMol25 entry of this formula, charge and spin) = 6.1088 eV

```
9
Properties=species:S:1:pos:R:3:nbo_charge:R:1
C 0.9328 0.9348 0.8408 -0.45
H -0.3419 -1.7073 -1.8980 0.24
P -2.0018 -0.8464 -0.2293 0.86
H -0.3421 0.5078 1.1356 0.11
C -0.6082 -0.9477 -1.2614 -1.10
P 0.7767 -0.1373 -0.4564 0.85
C -1.5435 0.2907 0.8684 -0.78
H 1.6963 -0.3618 -1.4199 0.02
H -2.1862 0.8537 1.4734 0.24
```


Which max |F| belongs to each record? In order, 0.088; 0.107; 0.071; 0.084; 0.084; 0.114; 0.073; 0.079; 0.058; 0.085; 0.057; 0.082 hartree/bohr.